1.
DFT (ωB97M-V/def2-TZVPD) results for a cluster of 2 separate species, CH4NOS in total at a distorted geometry.

```
! RIJCOSX wB97M-V def2-TZVPD def2/J DEFGRID3
* xyz -1 1
S -3.11662 1.83814 0.09154
H -2.90027 1.49288 1.34235
C 1.42723 -0.62872 -0.75680
N 0.51888 -0.51807 0.26446
O 2.33098 -1.41757 -0.74212
H 1.46524 0.18422 -1.52374
H 0.56100 -1.17119 1.09313
H -0.28643 0.22030 0.23118
*
```

Calculated values
* electronic energy: -15475.926 eV
* energy relative to the best compared isomer or geometry (same formula, charge and spin): 0.570 eV
* E_LUMO: 3.794 eV
* HOMO energy: -2.81 eV
* gap between HOMO and LUMO: 6.61 eV

2.
DFT (ωB97M-V/def2-TZVPD) results for a cluster of 3 separate species, CH4NP in total at a distorted geometry.

```
! RIJCOSX wB97M-V def2-TZVPD def2/J DEFGRID3
* xyz 0 1
C -0.68547 -0.79686 -0.87135
N 0.33115 -0.18841 -0.65900
P 1.57543 0.69081 -0.27577
H -0.90618 -1.59939 -1.51876
H -1.20370 0.80016 1.36876
H -0.92587 1.59545 1.43563
H 1.81465 -0.50176 0.52048
*
```

Calculated values
* electronic energy: -11876.602 eV
* energy relative to the best compared isomer or geometry (same formula, charge and spin): 2.909 eV
* E_LUMO: 0.224 eV
* HOMO energy: -7.92 eV
* gap between HOMO and LUMO: 8.15 eV

3.
DFT (ωB97M-V/def2-TZVPD) results for a cluster of 2 separate species, CH4O in total at a distorted geometry.

```
! RIJCOSX wB97M-V def2-TZVPD def2/J DEFGRID3
* xyz 0 1
C 0.44883 -0.08575 0.56495
O -0.46916 0.31884 -1.30707
H 0.56466 -1.12787 0.53427
H -0.54385 0.32603 0.99149
H 1.39510 0.35602 0.38809
H -1.39558 0.21274 -1.17174
*
```

Calculated values
* electronic energy: -3145.788 eV
* energy relative to the best compared isomer or geometry (same formula, charge and spin): 3.025 eV
* E_LUMO: -0.348 eV
* HOMO energy: -10.04 eV
* gap between HOMO and LUMO: 9.69 eV

4.
DFT (ωB97M-V/def2-TZVPD) results for an isolated molecule of CH4O2 at a distorted geometry.

```
! RIJCOSX wB97M-V def2-TZVPD def2/J DEFGRID3
* xyz 0 1
C -0.65818 0.07858 0.08400
O 1.64648 -0.05484 0.13209
O 0.46180 0.91052 0.10770
H -1.61065 0.71536 0.28416
H -0.44298 -0.66600 0.88512
H -0.93921 -0.41976 -0.87455
H 1.54274 -0.56387 -0.61852
*
```

Calculated values
* electronic energy: -5193.144 eV
* SMILES: COO
* energy relative to the best compared isomer or geometry (same formula, charge and spin): 2.880 eV
* E_LUMO: 0.830 eV
* HOMO energy: -10.54 eV
* gap between HOMO and LUMO: 11.37 eV

5.
DFT (ωB97M-V/def2-TZVPD) results for a cluster of 2 separate species, CH4O2 in total at a distorted geometry.

```
! RIJCOSX wB97M-V def2-TZVPD def2/J DEFGRID3
* xyz 0 1
O -0.51547 -1.08128 -0.03325
C 0.00000 0.00000 0.00000
H 1.08387 0.05315 -0.26050
H -0.52865 0.97068 0.15417
O -5.66430 -2.15366 1.93718
H -4.88531 -2.47934 1.43185
H -6.17151 -2.96633 2.16203
*
```

Calculated values
* electronic energy: -5195.755 eV
* SMILES: C=O.O
* energy relative to the best compared isomer or geometry (same formula, charge and spin): 0.269 eV
* E_LUMO: 0.871 eV
* HOMO energy: -10.30 eV
* gap between HOMO and LUMO: 11.17 eV

6.
DFT (ωB97M-V/def2-TZVPD) results for a cluster of 2 separate species, CH4O2 in total at a distorted geometry.

```
! RIJCOSX wB97M-V def2-TZVPD def2/J DEFGRID3
* xyz 0 1
O 1.02262 0.32408 -0.57262
C 0.00000 0.00000 0.00000
H -0.99852 0.10388 -0.48746
H 0.01250 -0.40364 1.04037
O 3.58921 0.47877 -0.52403
H 3.70414 0.92848 0.34361
H 2.61986 0.32673 -0.59812
*
```

Calculated values
* electronic energy: -5195.755 eV
* SMILES: C=O.O
* energy relative to the best compared isomer or geometry (same formula, charge and spin): 0.269 eV
* E_LUMO: 0.041 eV
* HOMO energy: -10.41 eV
* gap between HOMO and LUMO: 10.45 eV

7.
DFT (ωB97M-V/def2-TZVPD) results for a cluster of 2 separate species, CH4O2 in total at a distorted geometry.

```
! RIJCOSX wB97M-V def2-TZVPD def2/J DEFGRID3
* xyz 0 1
O 2.14126 0.03323 0.82693
C 1.23345 -0.15268 0.02099
H 1.15384 -1.09002 -0.57944
H 0.40488 0.58689 -0.08846
O -1.43267 0.41209 -0.33246
H -1.67038 0.69344 0.58000
H -1.83037 -0.48292 -0.42759
*
```

Calculated values
* electronic energy: -5195.572 eV
* SMILES: C=O.O
* energy relative to the best compared isomer or geometry (same formula, charge and spin): 0.452 eV
* E_LUMO: 0.507 eV
* HOMO energy: -9.60 eV
* gap between HOMO and LUMO: 10.10 eV

8.
DFT (ωB97M-V/def2-TZVPD) results for a cluster of 2 separate species, CH4O2S in total at a distorted geometry.

```
! RIJCOSX wB97M-V def2-TZVPD def2/J DEFGRID3
* xyz 0 1
S -2.55655 -0.90020 0.96410
H -2.75118 0.38174 1.59674
H -1.54536 -1.69777 1.32862
O 2.05527 0.20733 0.32761
C 2.02501 0.32993 -0.91001
O 1.64078 1.36417 -1.63010
H 2.55131 -0.53883 -1.35068
H 0.93154 1.70648 -1.12035
*
```

Calculated values
* electronic energy: -16030.759 eV
* SMILES: O=CO.S
* energy relative to the best compared isomer or geometry (same formula, charge and spin): 1.316 eV
* E_LUMO: 0.494 eV
* HOMO energy: -9.82 eV
* gap between HOMO and LUMO: 10.31 eV